Entry 1:
Below is an isolated molecule of C4H5NO6S at a distorted geometry, with properties calculated with the ωB97M-V functional and the def2-TZVPD basis.

The geometry in XYZ format:
```
17
Properties=species:S:1:pos:R:3:lowdin_charge:R:1
O -1.0086 -3.0090 -0.4918 0.09
C -0.4313 -1.9110 -0.4088 -0.31
C -1.4190 -0.6748 -0.3659 -0.01
C -0.4763 0.5479 -0.4010 -0.24
S -0.2871 1.5363 1.0670 0.70
O -1.6168 1.9812 1.4680 -0.29
O 0.2889 0.5795 2.0574 -0.29
O 0.7150 2.7658 0.8961 -0.13
C 0.8346 -0.1569 -0.6810 -0.45
O 1.8525 0.4303 -0.8863 0.13
N 0.8727 -1.5146 -0.5647 0.02
O 2.0083 -2.3144 -0.6492 0.11
H -2.1061 -0.5753 -1.1154 0.10
H -2.0087 -0.4617 0.5563 0.14
H -0.6844 1.2212 -1.2759 0.17
H 0.6861 3.2950 1.7043 0.11
H 2.7802 -1.7394 -0.9092 0.15
```

The SMILES is O=C1C[C@@H](S(=O)(=O)O)C(=O)N1O. The value obtained for the maximum force is 6.43 eV/A. The value obtained for the HOMO-LUMO gap is 10.77 eV.


Entry 2:
Below is an isolated ion of composition C10H20N4 and charge +2 at a distorted geometry, with properties calculated with the ωB97M-V functional and the def2-TZVPD basis.

The geometry in XYZ format:
```
34
Properties=species:S:1:pos:R:3:lowdin_charge:R:1
C -1.5085 -0.4508 0.4579 0.03
C -0.6352 -0.5481 -0.4648 0.04
C -1.1408 0.0099 1.9523 -0.30
C 0.2561 -1.4626 -2.4574 -0.16
C -0.8246 -1.2408 -3.4617 -0.12
C -0.3254 1.0075 -2.4095 0.00
C 0.2356 -0.2292 -1.5763 -0.32
C -1.6722 1.3151 3.7870 -0.08
C 2.4439 -0.9356 1.8210 0.00
C 1.4099 1.2756 1.3868 0.01
N -1.8984 0.7889 2.5154 0.06
N 0.1431 -0.4824 2.3640 0.11
N -0.7921 0.2396 -3.6596 0.06
N 1.2482 -0.1435 1.6427 -0.17
H -2.6104 -0.6070 0.4200 0.15
H 0.1311 -2.4642 -1.9745 0.16
H 1.3178 -1.3901 -2.9228 0.16
H -0.4858 -1.8037 -4.4448 0.19
H -1.7351 -1.6620 -3.1288 0.13
H -1.2323 1.4755 -1.8942 0.16
H 0.3702 1.7749 -2.8372 0.15
H 1.3597 0.0345 -1.2965 0.18
H -1.6518 2.3490 3.6265 0.07
H -0.6845 0.8183 4.2181 0.13
H -2.6499 1.2332 4.3965 0.14
H 2.3803 -2.0664 1.6397 0.14
H 3.2151 -0.5377 1.1766 0.10
H 2.7266 -0.8628 2.8503 0.10
H 0.8918 1.8700 2.1331 0.11
H 2.4002 1.5558 1.4202 0.07
H 1.0886 1.6186 0.3328 0.12
H 0.2489 -1.3962 2.8293 0.19
H -0.2724 0.4562 -4.5970 0.24
H -1.7476 0.4605 -3.8451 0.16
```

The value obtained for the maximum force is 4.26 eV/A. Its charge is +2. The value obtained for the HOMO-LUMO gap (spin up / spin down) is 8.77 / 6.55 eV.


Entry 3:
Below is C20H22IrN4O2S3 as an isolated structure at a distorted geometry, with properties calculated with the ωB97M-V functional and the def2-TZVPD basis.

The geometry in XYZ format:
```
52
Properties=species:S:1:pos:R:3:lowdin_charge:R:1
Ir -0.4761 -0.5671 -0.3648 1.07
C 1.8427 1.9492 2.6008 -0.04
C 1.4788 0.9884 1.4233 -0.27
N 0.2746 0.4511 1.3124 -0.22
N -0.6451 0.8065 2.2054 -0.11
C -1.8718 0.4616 2.0809 -1.11
S -2.5313 -0.2797 0.6051 0.49
S -2.8894 0.7962 3.4742 0.84
C -2.8194 2.5963 3.3724 -0.46
C -3.5806 3.1195 2.2119 -0.32
C -4.9532 3.0345 2.2461 -0.07
C -5.7390 3.2450 1.1153 -0.09
C -5.1341 3.5098 -0.1034 -0.11
C -3.7537 3.5459 -0.1848 -0.08
C -2.9760 3.3090 0.9590 -0.04
C 2.5127 0.6774 0.4501 -0.14
C 3.9345 0.7660 0.7286 -0.05
C 4.8886 0.3481 -0.1890 -0.15
C 4.5622 0.0059 -1.5116 -0.14
C 3.2395 0.0060 -1.8721 -0.07
C 2.2642 0.3051 -0.8889 -0.39
O 1.0235 0.2381 -1.3336 -0.32
H 1.0012 2.5681 2.9396 0.06
H 2.6008 2.6403 2.1980 0.07
H 2.3452 1.3778 3.3462 0.06
H -1.7644 2.8259 3.2576 0.06
H -3.1416 3.0786 4.3133 0.09
H -5.4108 2.8029 3.1827 0.10
H -6.7732 3.0914 1.1549 0.08
H -5.7736 3.5986 -0.9775 0.10
H -3.3211 3.6837 -1.1670 0.10
H -1.8814 3.1768 0.8393 0.12
H 4.2225 1.0209 1.7740 0.10
H 5.9350 0.3457 0.1519 0.09
H 5.3600 -0.2132 -2.2266 0.09
H 2.8619 -0.3085 -2.8466 0.11
S 0.5608 -2.8810 0.8945 0.57
C 0.9743 -3.5055 -0.6418 -0.83
N 1.9867 -2.9888 -1.3702 0.04
C 2.0022 -3.1591 -2.8281 -0.17
C 1.4135 -4.5112 -3.2899 -0.17
C 0.0920 -4.7237 -2.6032 -0.20
N 0.2178 -4.5209 -1.1784 0.00
H 2.5618 -2.2772 -0.9690 0.10
H 3.0203 -3.1207 -3.1943 0.11
H 1.4763 -2.3396 -3.3420 0.12
H 2.1237 -5.2825 -2.9715 0.12
H 1.3609 -4.5946 -4.3460 0.10
H -0.2700 -5.7381 -2.7983 0.12
H -0.6321 -4.0056 -3.0409 0.13
H -0.5973 -4.6432 -0.5881 0.11
O -1.2029 -0.7102 -2.0101 -0.58
```

The expectation value of S² is 6.06. The value obtained for the maximum force is 3.06 eV/A. Its spin multiplicity is 5. Its charge is -1. The value obtained for the HOMO-LUMO gap (spin up / spin down) is 4.36 / 6.25 eV.


Entry 4:
Below is C11H17BEuN6 as an isolated structure at a distorted geometry, with properties calculated with the ωB97M-V functional and the def2-TZVPD basis.

The geometry in XYZ format:
```
36
Properties=species:S:1:pos:R:3:lowdin_charge:R:1
H 2.2059 -1.2813 -2.5360 0.10
N 0.5216 -0.3998 -1.6054 -0.06
B -1.7427 0.6833 -1.1273 -0.51
N -0.6898 0.0765 -2.1012 -0.04
C -0.7110 -0.0343 -3.4401 -0.09
Eu 1.3035 -0.4156 0.8788 1.44
H -1.5797 0.2990 -3.9897 0.12
C 0.4934 -0.6055 -3.8516 -0.07
H 0.7960 -0.8249 -4.8575 0.08
C 1.2267 -0.8319 -2.6701 -0.15
H -2.7072 1.0566 -1.7276 0.11
C 2.5708 -0.2597 3.1167 -0.14
H 3.3361 -0.5845 3.8422 0.05
H 1.7101 -0.9290 3.2504 0.01
H 2.3086 0.7839 3.3196 0.03
N -1.0380 1.8628 -0.3987 -0.02
N -2.1314 -0.3758 -0.0551 -0.03
N 0.1202 1.6326 0.3651 -0.11
N -1.1482 -0.9773 0.7375 -0.08
C -1.3387 3.1681 -0.3976 -0.08
C -3.3392 -0.8463 0.2908 -0.08
H -2.2117 3.5099 -0.9398 0.12
H -4.2214 -0.4771 -0.2196 0.12
C -0.3854 3.8442 0.3630 -0.07
C -3.1791 -1.7836 1.3100 -0.07
C 0.5078 2.8550 0.8222 -0.15
C -1.7891 -1.8489 1.5495 -0.15
H -0.3441 4.8980 0.5549 0.08
H -3.9490 -2.3400 1.8076 0.08
H 1.3899 2.9528 1.4413 0.09
H -1.2370 -2.4686 2.2437 0.10
H 3.0649 -0.3755 2.0876 -0.03
C 2.9141 -2.2962 0.5384 -0.38
H 2.7916 -3.0145 1.3654 -0.07
H 3.9555 -1.9515 0.4434 -0.08
H 2.5261 -2.7008 -0.4109 -0.09
```

The expectation value of S² is 15.76. The value obtained for the maximum force is 3.19 eV/A. Its spin multiplicity is 8. The value obtained for the HOMO-LUMO gap (spin up / spin down) is 6.41 / 6.63 eV.


What is the maximum force in the second record? 4.26 eV/A


Which value of maximum force does entry 2 give? 4.26 eV/A